Formula: C6H13NO3S
Source: the Open Molecules 2025 dataset
Level of theory: wB97M-V/def2-TZVPD

Calculated values
HOMO level (alpha / beta), eV: -5.7 / -9.7
E_tot, eV: -24892.9915
<S²>: 2.006
E_LUMO (alpha / beta), Ha: 0.029 / -0.093
Orbital gap (alpha / beta), hartree: 0.2395 / 0.2624

The geometry in ORCA input format:
```
! RIJCOSX wB97M-V def2-TZVPD def2/J DEFGRID3
* xyz 0 3
C -3.06 -1.45 0.97
C -3.85 -0.94 -0.29
C -2.31 -0.87 -0.24
C 3.18 1.53 0.61
C 2.75 -0.61 -0.59
C 2.47 0.18 0.59
N -0.59 1.10 -0.94
O -1.08 0.54 1.52
O -2.70 1.93 0.14
O 1.78 -0.27 1.49
S -1.77 0.86 -0.01
H -3.28 -0.98 1.89
H -3.06 -2.52 0.96
H -4.33 -1.70 -0.82
H -4.41 0.03 -0.16
H -1.66 -1.15 -1.00
H 4.21 1.22 0.70
H 2.94 2.29 -0.10
H 2.99 1.87 1.62
H 2.19 -0.06 -1.31
H 3.76 -0.67 -0.93
H 2.31 -1.66 -0.45
H -0.37 2.06 -0.97
H -0.12 0.34 1.41
*
```